i) Below is 2 unconnected molecules or ions with the total composition C10H16O, with properties calculated with ωB97M-V with the def2-TZVPD basis set.

Computed properties:
Orbital gap ... 0.3447 Ha
SMILES ... CCc1ccc(O)cc1.CC
E_LUMO ... 0.03171 hartree

Bonds (Å) are listed after each position.
Positions of all 27 atoms, in Å:
1 C -3.41763 0.29747 -1.29205  C2 1.535, H10 1.092, H11 1.096, H12 1.079
2 C -1.98396 -0.25075 -1.26129  C1 1.535, C3 1.503, H13 1.088, H14 1.091
3 C -1.01481 0.56552 -0.45323  C2 1.503, C4 1.385, C9 1.397
4 C 0.09279 1.18804 -1.00440  C3 1.385, C5 1.388, H15 1.088
5 C 1.06147 1.82719 -0.24347  C4 1.388, C6 1.383, H16 1.083
6 C 0.81594 1.94918 1.11214  C5 1.383, O7 1.378, C8 1.386
7 O 1.72063 2.52080 1.98089  C6 1.378, H17 0.964
8 C -0.31703 1.40388 1.69563  C6 1.386, C9 1.383, H18 1.083
9 C -1.22135 0.69820 0.92225  C3 1.397, C8 1.383, H19 1.080
10 H -3.47688 1.37919 -1.15427  C1 1.092
11 H -4.02241 -0.12405 -0.48104  C1 1.096
12 H -3.90633 0.00853 -2.20926  C1 1.079
13 H -1.99810 -1.27647 -0.89957  C2 1.088
14 H -1.61719 -0.35751 -2.28272  C2 1.091
15 H 0.09850 1.14182 -2.09167  C4 1.088
16 H 1.93590 2.18358 -0.77308  C5 1.083
17 H 2.19829 3.23876 1.55066  O7 0.964
18 H -0.47393 1.50040 2.76289  C8 1.083
19 H -2.03391 0.19179 1.42092  C9 1.080
20 C 2.77142 -2.55635 -0.06725  C21 1.536, H22 1.094, H23 1.086, H24 1.095
21 C 1.60183 -1.98123 0.74526  C20 1.536, H25 1.088, H26 1.088, H27 1.086
22 H 3.73566 -2.36447 0.41260  C20 1.094
23 H 2.57477 -3.59975 -0.29689  C20 1.086
24 H 2.84888 -2.01728 -1.01709  C20 1.095
25 H 1.52856 -0.90679 0.59379  C21 1.088
26 H 1.80738 -2.12870 1.80356  C21 1.088
27 H 0.69150 -2.53103 0.52669  C21 1.086

---

ii) Below is 2 unconnected molecules or ions with the total composition C10H16O, with properties calculated with ωB97M-V with the def2-TZVPD basis set.

Computed properties:
Orbital gap ... 0.3293 Ha
SMILES ... Cc1ccc(O)cc1.CCC
E_LUMO ... 0.02760 hartree

Bonds (Å) are listed after each position.
Positions of all 27 atoms, in Å:
1 C 0.54675 3.57721 -0.22215  C2 1.447, H9 1.120, H10 1.130, H11 1.109
2 C -0.40081 2.49850 -0.40270  C1 1.447, C3 1.476, C8 1.397
3 C 0.12238 1.15890 -0.73620  C2 1.476, C4 1.369, H12 1.038
4 C -0.81091 0.23414 -1.12097  C3 1.369, C5 1.399, H13 1.061
5 C -2.17609 0.44467 -0.90159  C4 1.399, O6 1.386, C7 1.423
6 O -3.19606 -0.40667 -1.29539  C5 1.386, H14 0.995
7 C -2.61421 1.66496 -0.31494  C5 1.423, C8 1.361, H15 1.065
8 C -1.73770 2.66783 -0.03393  C2 1.397, C7 1.361, H16 1.121
9 H 0.97157 3.63693 0.81250  C1 1.120
10 H 0.17873 4.63551 -0.36491  C1 1.130
11 H 1.42429 3.30870 -0.84502  C1 1.109
12 H 1.06773 1.08626 -1.15873  C3 1.038
13 H -0.58873 -0.59460 -1.74586  C4 1.061
14 H -3.88568 -0.53613 -0.58941  O6 0.995
15 H -3.65132 1.76327 -0.09179  C7 1.065
16 H -2.09344 3.51091 0.61417  C8 1.121
17 C 2.01216 -1.93985 1.71121  C18 1.516, H20 1.049, H21 1.069, H22 1.216
18 C 1.75621 -3.16489 0.85619  C17 1.516, C19 1.617, H23 1.257, H24 1.170
19 C 0.79608 -2.80736 -0.39547  C18 1.617, H25 1.166, H26 1.127, H27 1.108
20 H 2.34106 -1.13045 1.13120  C17 1.049
21 H 1.20757 -1.54779 2.29494  C17 1.069
22 H 2.77860 -2.08295 2.64392  C17 1.216
23 H 2.85597 -3.54337 0.38070  C18 1.257
24 H 1.35951 -4.05541 1.50348  C18 1.170
25 H -0.24962 -3.19659 -0.05569  C19 1.166
26 H 0.85802 -1.68503 -0.47608  C19 1.127
27 H 1.12794 -3.49669 -1.19749  C19 1.108

---

iii) Below is 2 unconnected molecules or ions with the total composition C10H16O, with properties calculated with ωB97M-V with the def2-TZVPD basis set.

Computed properties:
Orbital gap ... 0.3364 Ha
SMILES ... CCc1ccc(O)cc1.CC
E_LUMO ... 0.03029 hartree

Bonds (Å) are listed after each position.
Positions of all 27 atoms, in Å:
1 C -1.87364 3.14813 1.00010  C2 1.546, H10 1.087, H11 1.077, H12 1.091
2 C -0.46427 2.83890 0.44631  C1 1.546, C3 1.504, H13 1.095, H14 1.093
3 C 0.12736 1.51129 0.83459  C2 1.504, C4 1.406, C9 1.388
4 C 1.48645 1.32747 0.52568  C3 1.406, C5 1.378, H15 1.087
5 C 2.10856 0.09911 0.58867  C4 1.378, C6 1.401, H16 1.049
6 C 1.44258 -0.93810 1.25475  C5 1.401, O7 1.367, C8 1.383
7 O 2.00848 -2.15779 1.49944  C6 1.367, H17 0.932
8 C 0.09231 -0.82102 1.52783  C6 1.383, C9 1.391, H18 1.081
9 C -0.55970 0.36610 1.21266  C3 1.388, C8 1.391, H19 1.086
10 H -1.86708 4.16933 1.37123  C1 1.087
11 H -2.13602 2.42893 1.75772  C1 1.077
12 H -2.66301 3.13537 0.24721  C1 1.091
13 H -0.45423 2.96728 -0.64122  C2 1.095
14 H 0.21992 3.63592 0.74790  C2 1.093
15 H 2.02211 2.15507 0.06852  C4 1.087
16 H 3.13855 -0.00240 0.42051  C5 1.049
17 H 2.90754 -2.15834 1.25500  O7 0.932
18 H -0.35490 -1.62300 2.09797  C8 1.081
19 H -1.61153 0.50055 1.44690  C9 1.086
20 C -0.23499 -3.06324 -2.79831  C21 1.550, H22 1.092, H23 1.083, H24 1.080
21 C -0.65453 -2.08490 -1.67120  C20 1.550, H25 1.087, H26 1.087, H27 1.094
22 H 0.79360 -2.82629 -3.07710  C20 1.092
23 H -0.18265 -4.06544 -2.39070  C20 1.083
24 H -0.94012 -2.93031 -3.60596  C20 1.080
25 H 0.09805 -2.05149 -0.88822  C21 1.087
26 H -0.87768 -1.07338 -1.99976  C21 1.087
27 H -1.57118 -2.48775 -1.23053  C21 1.094

---

iv) Below is 2 unconnected molecules or ions with the total composition C10H16O, with properties calculated with ωB97M-V with the def2-TZVPD basis set.

Computed properties:
Orbital gap ... 0.3308 Ha
SMILES ... Cc1ccc(O)cc1.CCC
E_LUMO ... 0.03079 hartree

Bonds (Å) are listed after each position.
Positions of all 27 atoms, in Å:
1 C -1.31148 0.51897 2.96049  C2 1.466, H9 1.139, H10 1.042, H11 1.008
2 C -1.49797 -0.16433 1.67727  C1 1.466, C3 1.404, C8 1.402
3 C -2.69293 -0.43298 0.99071  C2 1.404, C4 1.356, H12 1.094
4 C -2.62551 -1.52502 0.18948  C3 1.356, C5 1.417, H13 1.086
5 C -1.40202 -2.10672 -0.22628  C4 1.417, O6 1.441, C7 1.388
6 O -1.44176 -3.36684 -0.92315  C5 1.441, H14 1.053
7 C -0.16943 -1.57398 0.12590  C5 1.388, C8 1.395, H15 1.135
8 C -0.28727 -0.65620 1.16981  C2 1.402, C7 1.395, H16 1.110
9 H -0.57078 0.08233 3.70707  C1 1.139
10 H -2.18929 0.49608 3.52156  C1 1.042
11 H -1.20268 1.49170 2.72167  C1 1.008
12 H -3.63772 0.11378 1.06104  C3 1.094
13 H -3.50639 -2.12422 -0.02018  C4 1.086
14 H -2.42265 -3.74104 -1.01046  O6 1.053
15 H 0.86740 -1.74825 -0.30258  C7 1.135
16 H 0.66346 -0.29628 1.61447  C8 1.110
17 C 2.76894 1.68712 -0.47314  C18 1.543, H20 1.000, H21 1.069, H22 1.073
18 C 1.60026 1.40097 -1.43964  C17 1.543, C19 1.460, H23 1.119, H24 1.211
19 C 1.94127 1.12103 -2.83112  C18 1.460, H25 1.152, H26 1.182, H27 1.117
20 H 3.05669 0.79383 -0.12724  C17 1.000
21 H 3.57966 2.23192 -0.90811  C17 1.069
22 H 2.47116 2.01718 0.50321  C17 1.073
23 H 0.84590 2.19976 -1.22542  C18 1.119
24 H 1.00515 0.48487 -0.91602  C18 1.211
25 H 2.56649 1.94328 -3.34172  C19 1.152
26 H 0.97697 0.90272 -3.47798  C19 1.182
27 H 2.61453 0.25033 -3.01963  C19 1.117

---

Verdict on stability: iv) comes out at the bottom.

---

i) Below is 2 unconnected molecules or ions with the total composition C29H30F3N3O3S2, with properties calculated with ωB97M-V with the def2-TZVPD basis set.

Computed properties:
Orbital gap ... 0.2250 Ha
E_LUMO ... -0.05138 hartree

Bonds (Å) are listed after each position.
Positions of all 70 atoms, in Å:
1 C -5.39283 0.78715 -2.30496  C2 1.493, H24 1.094, H25 1.099, H26 1.096
2 C -3.92822 0.89276 -2.03584  C1 1.493, C3 1.400, C23 1.389
3 C -3.37191 2.00145 -1.38597  C2 1.400, C4 1.403, H27 1.087
4 C -1.99511 2.07622 -1.12598  C3 1.403, C5 1.501, C6 1.403
5 C -1.46695 3.23296 -0.32908  C4 1.501, H28 1.098, H29 1.105, H30 1.103
6 C -1.14566 1.08764 -1.64559  C4 1.403, N7 1.448, C21 1.408
7 N 0.28659 1.29728 -1.64834  C6 1.448, C8 1.367, C20 1.459
8 C 1.14698 0.84324 -0.68783  N7 1.367, N9 1.359, S54 1.657
9 N 2.42127 1.17310 -1.02681  C8 1.359, C10 1.424, C19 1.467
10 C 3.64482 0.70625 -0.46805  N9 1.424, C11 1.420, C17 1.425
11 C 3.89395 -0.66056 -0.17312  C10 1.420, C12 1.498, C13 1.400
12 C 2.94082 -1.77155 0.14598  C11 1.498, H31 1.112, H32 1.106, H33 1.105
13 C 5.21567 -1.11917 -0.22422  C11 1.400, C14 1.390, H34 1.092
14 C 6.28212 -0.26703 -0.48659  C13 1.390, C15 1.498, C16 1.395
15 C 7.66118 -0.82678 -0.66083  C14 1.498, H35 1.091, H36 1.096, H37 1.097
16 C 6.02783 1.10184 -0.57693  C14 1.395, C17 1.391, H38 1.095
17 C 4.74035 1.61700 -0.47216  C10 1.425, C16 1.391, C18 1.497
18 C 4.60262 3.10554 -0.39575  C17 1.497, H39 1.099, H40 1.100, H41 1.094
19 C 2.39480 2.15250 -2.11904  N9 1.467, C20 1.503, H42 1.098, H43 1.097
20 C 0.95409 2.24200 -2.53680  N7 1.459, C19 1.503, H44 1.099, H45 1.097
21 C -1.70441 -0.11686 -2.11453  C6 1.408, C22 1.495, C23 1.395
22 C -0.90573 -1.36466 -2.31458  C21 1.495, H46 1.099, H47 1.097, H48 1.095
23 C -3.08287 -0.17023 -2.32459  C2 1.389, C21 1.395, H49 1.089
24 H -5.58350 0.05206 -3.09224  C1 1.094
25 H -5.90234 0.44018 -1.39569  C1 1.099
26 H -5.84218 1.73555 -2.61971  C1 1.096
27 H -4.02810 2.82094 -1.10487  C3 1.087
28 H -0.48324 3.03418 0.11756  C5 1.098
29 H -1.38866 4.11946 -0.98462  C5 1.105
30 H -2.14981 3.46838 0.50509  C5 1.103
31 H 3.47220 -2.45444 0.84478  C12 1.112
32 H 1.98906 -1.47187 0.62287  C12 1.106
33 H 2.74598 -2.39418 -0.74528  C12 1.105
34 H 5.40986 -2.18023 -0.05106  C13 1.092
35 H 8.40887 -0.04619 -0.51207  C15 1.091
36 H 7.84618 -1.64118 0.04856  C15 1.096
37 H 7.79022 -1.22091 -1.67692  C15 1.097
38 H 6.87956 1.77290 -0.73152  C16 1.095
39 H 5.43803 3.52932 0.17849  C18 1.099
40 H 4.66451 3.59558 -1.37857  C18 1.100
41 H 3.68443 3.40436 0.11861  C18 1.094
42 H 2.72875 3.11664 -1.71320  C19 1.098
43 H 3.05120 1.86168 -2.94905  C19 1.097
44 H 0.78442 2.00489 -3.59628  C20 1.099
45 H 0.54401 3.23941 -2.33654  C20 1.097
46 H -1.54803 -2.20251 -2.00923  C22 1.099
47 H -0.62209 -1.53641 -3.36067  C22 1.097
48 H -0.00399 -1.39407 -1.69379  C22 1.095
49 H -3.52381 -1.08350 -2.72195  C23 1.089
50 F 1.64516 -0.68293 2.87377  C51 1.362
51 C 1.05192 0.42749 2.35288  F50 1.362, F52 1.362, F53 1.369, S54 1.881
52 F 0.00204 0.75914 3.15515  C51 1.362
53 F 1.95190 1.45867 2.36821  C51 1.369
54 S 0.47439 0.05085 0.60246  C8 1.657, C51 1.881
55 N -2.19034 -1.68955 1.74979  C56 1.375, S64 1.593
56 C -2.11032 -2.45173 2.89111  N55 1.375, O57 1.231, C58 1.491
57 O -1.06439 -2.81576 3.42932  C56 1.231
58 C -3.51269 -2.74642 3.30460  C56 1.491, C59 1.377, C63 1.399
59 C -4.42698 -2.14514 2.46822  C58 1.377, C60 1.390, S64 1.785
60 C -5.79803 -2.23303 2.68040  C59 1.390, C61 1.411, H67 1.083
61 C -6.25204 -3.10846 3.68971  C60 1.411, C62 1.403, H68 1.091
62 C -5.32943 -3.77532 4.50964  C61 1.403, C63 1.398, H69 1.096
63 C -3.95812 -3.55176 4.35781  C58 1.399, C62 1.398, H70 1.086
64 S -3.60240 -1.19450 1.20243  N55 1.593, C59 1.785, O65 1.449, O66 1.456
65 O -3.86862 0.21320 1.41883  S64 1.449
66 O -3.90347 -1.75646 -0.10706  S64 1.456
67 H -6.46820 -1.65776 2.05413  C60 1.083
68 H -7.32283 -3.27554 3.81778  C61 1.091
69 H -5.68427 -4.44994 5.29728  C62 1.096
70 H -3.21425 -3.96516 5.03242  C63 1.086

---

ii) Below is 2 unconnected molecules or ions with the total composition C29H30F3N3O3S2, with properties calculated with ωB97M-V with the def2-TZVPD basis set.

Computed properties:
Orbital gap ... 0.2181 Ha
E_LUMO ... -0.05571 hartree

Bonds (Å) are listed after each position.
Positions of all 70 atoms, in Å:
1 C -5.95292 1.50627 -0.12635  C2 1.509, H24 1.098, H25 1.104, H26 1.100
2 C -4.47312 1.66972 0.11905  C1 1.509, C3 1.396, C23 1.396
3 C -3.91134 2.78827 0.73645  C2 1.396, C4 1.400, H27 1.090
4 C -2.54510 2.85292 1.03621  C3 1.400, C5 1.493, C6 1.392
5 C -2.00490 3.97314 1.86222  C4 1.493, H28 1.092, H29 1.100, H30 1.100
6 C -1.70928 1.87524 0.50326  C4 1.392, N7 1.431, C21 1.403
7 N -0.29380 2.08577 0.47320  C6 1.431, C8 1.363, C20 1.473
8 C 0.56947 1.63119 1.42460  N7 1.363, N9 1.361, S54 1.668
9 N 1.85190 1.89899 1.05439  C8 1.361, C10 1.435, C19 1.466
10 C 3.07012 1.43606 1.65558  N9 1.435, C11 1.421, C17 1.436
11 C 3.31781 0.06524 1.93527  C10 1.421, C12 1.487, C13 1.395
12 C 2.38778 -1.05523 2.23708  C11 1.487, H31 1.117, H32 1.111, H33 1.098
13 C 4.64121 -0.37448 1.89358  C11 1.395, C14 1.386, H34 1.091
14 C 5.70870 0.48171 1.67055  C13 1.386, C15 1.494, C16 1.398
15 C 7.08481 -0.07900 1.51566  C14 1.494, H35 1.093, H36 1.096, H37 1.099
16 C 5.46861 1.85728 1.61359  C14 1.398, C17 1.395, H38 1.093
17 C 4.16964 2.35895 1.68858  C10 1.436, C16 1.395, C18 1.516
18 C 3.98950 3.85672 1.83538  C17 1.516, H39 1.103, H40 1.108, H41 1.104
19 C 1.84165 2.87183 -0.04185  N9 1.466, C20 1.508, H42 1.091, H43 1.095
20 C 0.39727 2.99312 -0.45959  N7 1.473, C19 1.508, H44 1.100, H45 1.105
21 C -2.25104 0.66615 0.04167  C6 1.403, C22 1.491, C23 1.400
22 C -1.45537 -0.57741 -0.16355  C21 1.491, H46 1.103, H47 1.101, H48 1.096
23 C -3.63342 0.59106 -0.16599  C2 1.396, C21 1.400, H49 1.089
24 H -6.12216 0.76176 -0.91584  C1 1.098
25 H -6.43294 1.12976 0.79350  C1 1.104
26 H -6.44316 2.44568 -0.42255  C1 1.100
27 H -4.56754 3.62068 0.99235  C3 1.090
28 H -1.05423 3.77220 2.35946  C5 1.092
29 H -1.88163 4.86791 1.23472  C5 1.100
30 H -2.72798 4.18556 2.66382  C5 1.100
31 H 2.96744 -1.79020 2.84696  C12 1.117
32 H 1.47084 -0.79489 2.80747  C12 1.111
33 H 2.11948 -1.61539 1.33133  C12 1.098
34 H 4.85442 -1.43100 2.06012  C13 1.091
35 H 7.84515 0.68820 1.68096  C15 1.093
36 H 7.24559 -0.89185 2.23363  C15 1.096
37 H 7.21842 -0.48397 0.50277  C15 1.099
38 H 6.31998 2.53606 1.51890  C16 1.093
39 H 4.81309 4.27159 2.44104  C18 1.103
40 H 4.03637 4.41565 0.88032  C18 1.108
41 H 3.04491 4.08913 2.35818  C18 1.104
42 H 2.14505 3.83190 0.37794  C19 1.091
43 H 2.52405 2.58718 -0.84905  C19 1.095
44 H 0.20402 2.71034 -1.50518  C20 1.100
45 H 0.00352 4.01996 -0.34804  C20 1.105
46 H -2.10030 -1.41996 0.13890  C22 1.103
47 H -1.18777 -0.73338 -1.22006  C22 1.101
48 H -0.54745 -0.61198 0.44921  C22 1.096
49 H -4.09497 -0.32763 -0.52645  C23 1.089
50 F 1.16988 0.23284 5.02279  C51 1.378
51 C 0.59591 1.36082 4.47679  F50 1.378, F52 1.357, F53 1.364, S54 1.838
52 F -0.41182 1.73302 5.30662  C51 1.357
53 F 1.54169 2.34296 4.45678  C51 1.364
54 S -0.05602 0.94372 2.80967  C8 1.668, C51 1.838
55 N -2.86532 -1.15248 3.85787  C56 1.372, S64 1.606
56 C -2.77342 -1.79377 5.06718  N55 1.372, O57 1.243, C58 1.502
57 O -1.75531 -2.14652 5.68600  C56 1.243
58 C -4.18983 -2.05679 5.49060  C56 1.502, C59 1.379, C63 1.395
59 C -5.11127 -1.44390 4.66847  C58 1.379, C60 1.396, S64 1.788
60 C -6.48314 -1.53197 4.90901  C59 1.396, C61 1.402, H67 1.087
61 C -6.91326 -2.41964 5.90513  C60 1.402, C62 1.405, H68 1.090
62 C -5.98666 -3.07532 6.73346  C61 1.405, C63 1.396, H69 1.088
63 C -4.62281 -2.82743 6.57039  C58 1.395, C62 1.396, H70 1.096
64 S -4.27082 -0.54897 3.36926  N55 1.606, C59 1.788, O65 1.456, O66 1.450
65 O -4.44476 0.87545 3.61350  S64 1.456
66 O -4.61581 -1.05478 2.05501  S64 1.450
67 H -7.15249 -0.93116 4.29883  C60 1.087
68 H -7.98217 -2.58558 6.04209  C61 1.090
69 H -6.32328 -3.75714 7.51132  C62 1.088
70 H -3.85561 -3.20077 7.25765  C63 1.096

---

Verdict on stability: ii) comes out at the bottom.